# C27H18Cl56F5N4OS

C27H18Cl56F5N4OS as an isolated structure (ωB97M-V/def2-TZVPD, OMol25).

## Properties
electronic energy	-761958.5063	eV
largest force on an atom	0.1149	hartree/bohr
highest occupied orbital energy	-10.96	eV

```
! RIJCOSX wB97M-V def2-TZVPD def2/J DEFGRID3
* xyz 1 1
C -4.133 -2.560 1.400
C -2.593 -2.810 1.545
F -2.435 -4.159 1.657
N -1.964 -2.262 0.338
C -1.515 -2.849 -0.770
C -1.501 -4.343 -1.078
C -0.224 -5.038 -0.514
O 0.623 -5.439 -1.169
F -0.098 -5.192 0.838
N -1.036 -1.982 -1.681
C -1.197 -0.768 -1.046
N -0.885 0.415 -1.524
C -0.334 0.505 -2.908
C -1.571 0.779 -3.867
C -2.110 -0.553 -4.540
S -2.875 -0.080 -6.143
N -1.745 -0.932 0.192
C -2.055 0.184 1.105
C -0.727 0.864 1.642
C 0.460 -0.097 1.600
F 0.510 -1.095 2.530
C 1.441 -0.048 0.672
F 2.216 1.005 0.488
F 1.692 -1.080 -0.163
H -4.384 -1.481 1.362
H -4.464 -3.057 0.461
H -4.692 -3.074 2.212
H -2.253 -2.261 2.448
H -1.415 -4.444 -2.176
H -2.365 -4.886 -0.654
H -1.005 1.295 -1.045
H 0.344 1.375 -2.973
H 0.202 -0.415 -3.198
H -2.411 1.133 -3.225
H -1.374 1.582 -4.600
H -2.916 -0.933 -3.877
H -1.297 -1.294 -4.635
H -4.225 -0.174 -5.959
H -2.710 -0.113 1.969
H -2.536 0.962 0.468
H -0.873 1.262 2.670
H -0.436 1.735 1.012
C -3.485 1.997 4.648
Cl -2.812 3.375 3.760
Cl -2.642 1.803 6.184
Cl -5.205 2.269 4.943
Cl -3.274 0.514 3.678
C 5.405 -2.064 1.269
Cl 5.436 -1.818 3.019
Cl 5.662 -3.773 0.897
Cl 3.813 -1.560 0.683
Cl 6.672 -1.091 0.501
C 1.229 -0.500 5.700
Cl 2.340 -0.899 4.379
Cl -0.446 -0.674 5.130
Cl 1.508 -1.602 7.060
Cl 1.507 1.169 6.217
C -1.306 -3.159 -8.508
Cl -0.634 -1.907 -9.558
Cl -0.449 -3.145 -6.952
Cl -3.025 -2.842 -8.237
Cl -1.109 -4.742 -9.272
C 3.879 3.468 8.396
Cl 3.838 3.859 10.120
Cl 4.263 1.753 8.190
Cl 2.294 3.824 7.676
Cl 5.117 4.448 7.597
C 3.152 -2.255 -10.669
Cl 2.929 -0.498 -10.690
Cl 2.393 -2.961 -12.106
Cl 4.881 -2.632 -10.671
Cl 2.404 -2.925 -9.211
C 4.021 -4.868 6.094
Cl 4.681 -3.617 5.030
Cl 4.760 -4.722 7.697
Cl 2.266 -4.648 6.217
Cl 4.366 -6.470 5.427
C -1.629 5.036 8.428
Cl -2.023 4.901 6.707
Cl -2.765 4.058 9.370
Cl 0.022 4.451 8.702
Cl -1.746 6.727 8.930
C -6.549 -3.597 -2.241
Cl -6.953 -4.259 -3.827
Cl -6.550 -4.895 -1.037
Cl -4.933 -2.860 -2.305
Cl -7.736 -2.368 -1.789
C -5.406 7.791 6.593
Cl -5.308 7.759 8.359
Cl -5.209 6.145 5.963
Cl -6.983 8.426 6.100
Cl -4.123 8.825 5.947
C 9.557 0.658 3.453
Cl 9.087 2.365 3.495
Cl 8.527 -0.208 2.295
Cl 11.251 0.524 2.956
Cl 9.355 -0.050 5.063
C 3.446 7.210 7.630
Cl 3.734 7.022 5.892
Cl 2.112 6.150 8.125
Cl 4.911 6.772 8.521
Cl 3.022 8.893 7.980
C 2.758 3.730 -11.484
Cl 2.381 2.941 -13.022
Cl 2.688 2.535 -10.177
Cl 4.384 4.425 -11.559
Cl 1.580 5.014 -11.172
C -2.753 -3.301 -13.092
Cl -3.136 -3.752 -14.760
Cl -3.640 -4.354 -11.978
Cl -1.014 -3.480 -12.815
Cl -3.224 -1.617 -12.812
*
```

Atomic partial charges in e from the Löwdin method, atoms 1 to 2: C 0.006; C -0.283